Entry from OMol25: a cluster of 9 separate species, C27H81O36P9 in total in a non-equilibrium geometry (ωB97M-V/def2-TZVPD).

Last columns: bonded neighbours and bond lengths (Å).
Atoms and positions in Å:
1 C 10.94 3.71 -2.38  O2 1.416, H9 1.088, H10 1.088, H11 1.098
2 O 9.86 2.83 -2.09  C1 1.416, P3 1.612
3 P 8.42 3.24 -2.68  O2 1.612, O4 1.463, O5 1.587, O7 1.585
4 O 8.08 4.66 -2.54  P3 1.463
5 O 8.46 2.75 -4.18  P3 1.587, C6 1.412
6 C 7.40 2.99 -5.09  O5 1.412, H12 1.088, H13 1.092, H14 1.094
7 O 7.42 2.22 -1.99  P3 1.585, C8 1.427
8 C 6.10 2.53 -1.55  O7 1.427, H15 1.088, H16 1.090, H17 1.092
9 H 11.72 3.56 -1.64  C1 1.088
10 H 10.67 4.75 -2.54  C1 1.088
11 H 11.50 3.45 -3.30  C1 1.098
12 H 6.66 3.70 -4.72  C6 1.088
13 H 6.99 2.04 -5.43  C6 1.092
14 H 7.79 3.40 -6.02  C6 1.094
15 H 5.84 2.70 -0.51  C8 1.088
16 H 5.51 1.69 -1.93  C8 1.090
17 H 5.68 3.38 -2.08  C8 1.092
18 C -1.60 2.24 0.61  O19 1.436, H26 1.088, H27 1.089, H28 1.091
19 O -0.77 1.46 1.48  C18 1.436, P20 1.596
20 P 0.40 0.58 0.83  O19 1.596, O21 1.477, O22 1.583, O24 1.599
21 O -0.12 -0.48 -0.06  P20 1.477
22 O 1.49 1.60 0.29  P20 1.583, C23 1.413
23 C 2.89 1.43 0.34  O22 1.413, H29 1.088, H30 1.094, H31 1.091
24 O 1.15 -0.10 2.07  P20 1.599, C25 1.430
25 C 1.59 -1.45 1.97  O24 1.430, H32 1.096, H33 1.087, H34 1.090
26 H -1.51 3.28 0.89  C18 1.088
27 H -2.63 1.91 0.74  C18 1.089
28 H -1.31 2.14 -0.44  C18 1.091
29 H 3.28 0.77 1.11  C23 1.088
30 H 3.30 2.43 0.51  C23 1.094
31 H 3.25 1.15 -0.65  C23 1.091
32 H 2.65 -1.39 2.22  C25 1.096
33 H 1.53 -1.96 1.01  C25 1.087
34 H 1.12 -2.06 2.74  C25 1.090
35 C -0.88 -3.65 -1.19  O36 1.453, H43 1.091, H44 1.086, H45 1.088
36 O -0.55 -4.34 -2.43  C35 1.453, P37 1.598
37 P -0.92 -5.87 -2.69  O36 1.598, O38 1.467, O39 1.601, O41 1.620
38 O -1.31 -6.68 -1.53  P37 1.467
39 O 0.35 -6.38 -3.52  P37 1.601, C40 1.436
40 C 0.65 -7.77 -3.75  O39 1.436, H46 1.090, H47 1.092, H48 1.086
41 O -2.15 -5.83 -3.74  P37 1.620, C42 1.428
42 C -2.04 -5.05 -4.93  O41 1.428, H49 1.090, H50 1.092, H51 1.091
43 H -1.43 -2.83 -1.65  C35 1.091
44 H 0.04 -3.31 -0.72  C35 1.086
45 H -1.53 -4.19 -0.51  C35 1.088
46 H -0.07 -8.44 -3.28  C40 1.090
47 H 1.59 -7.87 -3.21  C40 1.092
48 H 0.73 -7.94 -4.82  C40 1.086
49 H -1.71 -5.65 -5.77  C42 1.090
50 H -1.38 -4.19 -4.80  C42 1.092
51 H -3.04 -4.66 -5.12  C42 1.091
52 C -4.92 0.43 2.59  O53 1.443, H60 1.088, H61 1.087, H62 1.087
53 O -5.70 0.03 3.74  C52 1.443, P54 1.574
54 P -6.79 1.00 4.35  O53 1.574, O55 1.466, O56 1.597, O58 1.593
55 O -7.39 2.03 3.51  P54 1.466
56 O -7.87 -0.04 4.91  P54 1.597, C57 1.439
57 C -7.57 -1.34 5.44  O56 1.439, H63 1.088, H64 1.086, H65 1.088
58 O -5.98 1.57 5.60  P54 1.593, C59 1.432
59 C -6.35 2.75 6.32  O58 1.432, H66 1.086, H67 1.089, H68 1.092
60 H -5.35 -0.09 1.73  C52 1.088
61 H -3.93 0.04 2.79  C52 1.087
62 H -4.89 1.50 2.45  C52 1.087
63 H -7.62 -1.33 6.53  C57 1.088
64 H -6.63 -1.74 5.07  C57 1.086
65 H -8.41 -1.93 5.09  C57 1.088
66 H -5.48 3.39 6.36  C59 1.086
67 H -6.71 2.46 7.31  C59 1.089
68 H -7.17 3.23 5.80  C59 1.092
69 C 4.85 -3.60 -0.17  O70 1.415, H77 1.093, H78 1.092, H79 1.090
70 O 5.93 -3.15 -0.97  C69 1.415, P71 1.598
71 P 5.91 -1.81 -1.84  O70 1.598, O72 1.465, O73 1.616, O75 1.597
72 O 4.78 -0.94 -1.51  P71 1.465
73 O 7.37 -1.18 -1.55  P71 1.616, C74 1.443
74 C 7.40 -0.50 -0.28  O73 1.443, H80 1.091, H81 1.092, H82 1.084
75 O 6.07 -2.28 -3.36  P71 1.597, C76 1.451
76 C 6.16 -1.34 -4.46  O75 1.451, H83 1.092, H84 1.083, H85 1.093
77 H 3.95 -2.98 -0.15  C69 1.093
78 H 5.26 -3.63 0.84  C69 1.092
79 H 4.49 -4.58 -0.51  C69 1.090
80 H 7.29 -1.19 0.56  C74 1.091
81 H 6.56 0.18 -0.14  C74 1.092
82 H 8.29 0.12 -0.24  C74 1.084
83 H 5.10 -1.34 -4.76  C76 1.092
84 H 6.92 -1.70 -5.13  C76 1.083
85 H 6.36 -0.33 -4.08  C76 1.093
86 C -5.94 5.03 -1.03  O87 1.439, H94 1.086, H95 1.090, H96 1.091
87 O -5.68 6.17 -0.19  C86 1.439, P88 1.606
88 P -4.41 6.20 0.80  O87 1.606, O89 1.476, O90 1.601, O92 1.617
89 O -3.34 5.25 0.44  P88 1.476
90 O -3.95 7.72 0.94  P88 1.601, C91 1.433
91 C -3.10 8.23 -0.10  O90 1.433, H97 1.090, H98 1.092, H99 1.087
92 O -5.13 5.93 2.22  P88 1.617, C93 1.415
93 C -5.98 6.91 2.79  O92 1.415, H100 1.089, H101 1.092, H102 1.092
94 H -5.01 4.51 -1.28  C86 1.086
95 H -6.45 5.46 -1.88  C86 1.090
96 H -6.67 4.37 -0.56  C86 1.091
97 H -3.72 8.38 -0.99  C91 1.090
98 H -2.28 7.54 -0.33  C91 1.092
99 H -2.62 9.14 0.24  C91 1.087
100 H -6.96 6.50 3.04  C93 1.089
101 H -6.16 7.80 2.19  C93 1.092
102 H -5.53 7.29 3.71  C93 1.092
103 C -2.30 -2.70 2.03  O104 1.425, H111 1.096, H112 1.088, H113 1.093
104 O -2.67 -4.06 1.83  C103 1.425, P105 1.592
105 P -2.31 -5.06 3.01  O104 1.592, O106 1.471, O107 1.608, O109 1.599
106 O -0.86 -5.17 3.25  P105 1.471
107 O -3.18 -4.53 4.25  P105 1.608, C108 1.422
108 C -2.96 -5.04 5.56  O107 1.422, H114 1.092, H115 1.088, H116 1.096
109 O -2.90 -6.47 2.52  P105 1.599, C110 1.431
110 C -4.30 -6.65 2.34  O109 1.431, H117 1.088, H118 1.091, H119 1.092
111 H -3.10 -1.95 2.05  C103 1.096
112 H -1.65 -2.40 1.21  C103 1.088
113 H -1.91 -2.50 3.03  C103 1.093
114 H -3.91 -5.51 5.84  C108 1.092
115 H -2.57 -4.36 6.31  C108 1.088
116 H -2.24 -5.87 5.53  C108 1.096
117 H -4.99 -5.81 2.49  C110 1.088
118 H -4.60 -7.50 2.95  C110 1.091
119 H -4.41 -7.00 1.31  C110 1.092
120 C 0.14 -0.72 -3.63  O121 1.425, H128 1.089, H129 1.095, H130 1.093
121 O 0.40 -0.38 -4.99  C120 1.425, P122 1.600
122 P 0.94 -1.53 -5.95  O121 1.600, O123 1.485, O124 1.606, O126 1.591
123 O 0.90 -2.93 -5.45  P122 1.485
124 O 2.41 -0.96 -6.27  P122 1.606, C125 1.433
125 C 3.28 -1.78 -7.06  O124 1.433, H131 1.091, H132 1.090, H133 1.090
126 O 0.16 -1.24 -7.31  P122 1.591, C127 1.436
127 C -1.22 -1.58 -7.46  O126 1.436, H134 1.092, H135 1.089, H136 1.087
128 H -0.24 0.04 -2.94  C120 1.089
129 H 1.10 -1.05 -3.24  C120 1.095
130 H -0.56 -1.55 -3.51  C120 1.093
131 H 4.21 -1.24 -7.27  C125 1.091
132 H 2.75 -1.91 -8.00  C125 1.090
133 H 3.62 -2.66 -6.51  C125 1.090
134 H -1.77 -0.71 -7.10  C127 1.092
135 H -1.42 -2.48 -6.87  C127 1.089
136 H -1.49 -1.71 -8.51  C127 1.087
137 C 1.68 3.01 3.77  O138 1.423, H145 1.091, H146 1.089, H147 1.089
138 O 0.28 3.15 3.55  C137 1.423, P139 1.589
139 P -0.79 2.70 4.63  O138 1.589, O140 1.465, O141 1.596, O143 1.614
140 O -0.78 3.50 5.85  P139 1.465
141 O -2.19 2.72 3.85  P139 1.596, C142 1.404
142 C -2.78 3.93 3.45  O141 1.404, H148 1.097, H149 1.098, H150 1.086
143 O -0.39 1.14 4.74  P139 1.614, C144 1.429
144 C -1.29 0.26 5.41  O143 1.429, H151 1.090, H152 1.089, H153 1.094
145 H 1.84 2.90 4.84  C137 1.091
146 H 2.23 3.89 3.44  C137 1.089
147 H 2.06 2.15 3.22  C137 1.089
148 H -2.26 4.51 2.67  C142 1.097
149 H -2.74 4.71 4.22  C142 1.098
150 H -3.79 3.75 3.11  C142 1.086
151 H -1.81 0.72 6.24  C144 1.090
152 H -0.71 -0.60 5.73  C144 1.089
153 H -2.02 -0.11 4.68  C144 1.094

For the maximum force, the calculation gives 0.042 Eh/bohr. Its charge is 0. As for the energy: -6858.9378 Eh. The energy above the lowest of the compared OMol25 structures with the same formula, charge and spin comes out at 264.9 kJ/mol. The orbital gap comes out at 10.6 eV. The LUMO energy comes out at 0.50 eV. Its spin multiplicity is 1.